[1]
C31H29AsClN3OSY | the ωB97M-V functional and the def2-TZVPD basis

HOMO-LUMO gap = 7.29 eV
Highest occupied orbital energy = -0.3879 Eh
Total charge = +1
DFT total energy = -4570.65043 hartree
Spin multiplicity = 1

Last column: natural (NBO) charge in e.
Element x y z (Å)
Y 0.36065 0.02965 0.00769  2.2553
Cl 7.06246 3.66757 0.14745  0.0236
C 5.67623 2.62925 0.13603  -0.0879
C 5.84756 1.24142 0.17922  -0.1485
C 4.75709 0.40646 0.16678  -0.2637
C 3.44842 0.91407 0.11633  0.4106
O 2.43014 0.08682 0.09265  -0.8874
C 3.28098 2.32243 0.07887  -0.2252
C 2.00707 2.97531 -0.00052  0.2201
N 0.84316 2.41195 0.03550  -0.6458
C -0.31571 3.21152 -0.08728  0.1868
C -0.45941 4.46404 0.45386  -0.2338
C -1.64313 5.20220 0.26285  -0.1849
C -2.67537 4.68722 -0.46639  -0.1653
C -2.57458 3.38836 -1.01427  -0.0856
C -3.60249 2.79869 -1.78523  -0.0835
C -3.44749 1.53518 -2.27337  -0.2514
C -2.27310 0.83284 -1.96464  0.1277
N -1.28090 1.34870 -1.26917  -0.5859
C -1.40280 2.63391 -0.80320  0.1320
C 4.41724 3.15867 0.08027  -0.1485
H 6.84833 0.83260 0.21746  0.2389
H 4.88036 -0.66770 0.19439  0.2370
H 2.05627 4.05974 -0.12731  0.1837
H 0.34098 4.88719 1.04723  0.2284
H -1.72510 6.18786 0.70000  0.2343
H -3.58144 5.25674 -0.62663  0.2287
H -4.50853 3.36060 -1.97476  0.2331
H -4.21585 1.05293 -2.85916  0.2405
H -2.15494 -0.19582 -2.28668  0.2176
H 4.28849 4.23323 0.04015  0.2265
N -0.72040 -0.41467 2.12766  -0.9560
C 0.12308 -1.38329 2.79671  0.1137
C 0.67604 -1.02047 4.01929  -0.2303
C 1.51271 -1.88028 4.70535  -0.1895
C 1.80145 -3.12127 4.16012  -0.2252
C 1.25324 -3.47697 2.94110  -0.1183
C 0.40096 -2.63127 2.22137  -0.1148
C -0.08380 -3.10722 0.88502  0.0123
C -0.45377 -4.45095 0.77167  -0.2440
C -0.70250 -5.01865 -0.46923  -0.2229
C -0.59044 -4.23934 -1.61061  -0.2279
C -0.28244 -2.88947 -1.48462  -0.2153
C -0.02441 -2.27090 -0.25197  -0.6488
H -0.97995 0.31579 2.78340  0.4058
H -1.60561 -0.83401 1.80522  0.4453
H 0.43521 -0.05070 4.44178  0.2103
H 1.93389 -1.58279 5.65583  0.2264
H 2.46084 -3.80607 4.67562  0.2258
H 1.51213 -4.43268 2.50522  0.2148
H -0.51952 -5.06955 1.66028  0.2136
H -0.96775 -6.06573 -0.54217  0.2200
H -0.75240 -4.67794 -2.58791  0.2180
H -0.21619 -2.30833 -2.40420  0.1886
C -4.27560 -3.42238 -0.87728  -0.9766
As -4.54010 -2.48890 0.78080  1.4816
C -3.84288 -3.63114 2.16576  -0.9728
C -6.44580 -2.41594 1.04847  -0.9671
S -3.69380 -0.57155 0.80451  -0.7578
H -4.78193 -4.38669 -0.84648  0.2452
H -3.20689 -3.56454 -1.02214  0.2652
H -4.67955 -2.81826 -1.68741  0.2470
H -4.35533 -4.59215 2.15530  0.2454
H -3.98664 -3.14132 3.12659  0.2527
H -2.77914 -3.77452 1.98064  0.2572
H -6.85603 -3.42420 1.08423  0.2436
H -6.89323 -1.85964 0.22751  0.2517
H -6.64524 -1.89584 1.98295  0.2555

[2]
C31H29AsClN5O4PdS2 | the ωB97M-V functional and the def2-TZVPD basis

HOMO-LUMO gap (alpha / beta) = 5.00 / 5.02 eV
Highest occupied orbital energy (alpha / beta) = -0.4906 / -0.4905 Eh
Total charge = +2
DFT total energy = -5393.04133 hartree
Spin multiplicity = 1

Last column: Mulliken charge in e.
Element x y z (Å)
Pd -0.85703 0.27364 0.02782  0.2258
N -3.05447 0.71817 3.71424  0.0251
C -2.68423 2.04273 3.77242  0.7706
C -2.88816 3.03584 4.71828  -1.0259
C -2.43861 4.30341 4.40642  -0.5794
C -1.82684 4.58752 3.17978  -0.6691
C -1.61860 3.60973 2.23051  -0.5300
C -2.04541 2.32115 2.53927  0.1696
N -2.05223 1.18031 1.79013  0.0438
C -2.66102 0.24386 2.50950  -0.0806
C -3.02928 -1.00008 1.88125  -0.3672
C -3.78473 -2.04158 2.35423  -0.1760
S -4.24961 -3.07122 1.07351  -0.0768
C -3.41365 -2.04818 -0.01771  -0.4815
N -2.79075 -1.04951 0.52681  -0.1144
H -3.53299 0.20694 4.44130  0.2474
H -3.41885 2.83809 5.63462  0.4327
H -2.59660 5.10408 5.11138  0.4399
H -1.54045 5.60558 2.97271  0.5351
H -1.21116 3.81366 1.25183  0.6436
H -4.08687 -2.25399 3.35818  0.4442
H -3.40733 -2.24856 -1.06977  0.6670
O 4.82559 1.33038 -3.64905  -0.4485
C 4.02381 1.23901 -2.60451  0.3338
O 4.37556 1.57722 -1.50668  -0.4863
C 2.68196 0.63927 -2.83815  0.0936
C 2.37717 -0.44420 -3.65603  0.2741
Cl 3.32730 -1.30257 -4.78144  -0.1877
N 1.09479 -0.79644 -3.40496  0.8973
N 0.54175 0.00098 -2.49047  -0.3457
C 1.47676 0.87909 -2.14035  0.3904
C 1.13545 1.96684 -1.17061  0.4136
O 2.03605 2.67673 -0.72633  -0.6992
O -0.08625 2.08922 -0.83676  -0.8389
C 0.41360 -1.85905 -4.05498  -1.1458
C 0.65178 -3.16704 -3.64432  0.2782
C -0.01004 -4.20380 -4.27949  -0.8199
C -0.90076 -3.93755 -5.30905  -0.5829
C -1.12152 -2.63073 -5.71763  -0.7389
C -0.46824 -1.58301 -5.09030  -0.0369
H 4.45902 0.98809 -4.47581  0.3199
H 1.35362 -3.36382 -2.84800  0.6270
H 0.16687 -5.21854 -3.96370  0.4842
H -1.41413 -4.74912 -5.80041  0.4578
H -1.79680 -2.42506 -6.53285  0.4696
H -0.62392 -0.56258 -5.40468  0.5368
C -1.33344 -2.51361 -1.86830  -2.5846
C -0.71188 -3.07205 -0.76384  2.7844
C -0.85970 -4.44537 -0.42119  -0.7143
C -0.34655 -4.93798 0.75448  -0.8526
C 0.34399 -4.10883 1.63846  -0.5298
C 0.56445 -2.77352 1.30034  -0.8535
C 0.07215 -2.26786 0.11680  1.1426
H -1.29442 -1.43857 -2.03614  0.6302
H -1.93250 -3.10666 -2.53815  0.5529
H -1.39852 -5.09023 -1.10000  0.5487
H -0.48774 -5.98027 1.00090  0.4859
H 0.71681 -4.49851 2.57180  0.4934
H 1.13453 -2.13470 1.96170  0.4857
H 0.39591 -1.25917 -0.23327  -0.4260
C 1.57460 4.53415 1.29102  -1.1438
As 2.19230 2.75432 1.83028  0.9137
C 2.25564 2.89992 3.78326  -1.1537
C 4.07140 2.49796 1.43367  -0.8852
S 1.11628 0.85740 1.64994  -0.1743
H 2.46088 5.03544 0.89407  0.4533
H 1.19166 5.06492 2.16257  0.4187
H 0.83345 4.48726 0.49948  0.3242
H 2.76310 3.83244 4.03584  0.4247
H 2.82369 2.06546 4.19409  0.4302
H 1.26234 2.89944 4.22838  0.3475
H 4.58936 3.39052 1.79288  0.4079
H 4.23923 2.37209 0.36561  0.3240
H 4.43238 1.62108 1.97520  0.3600

[3]
C31H29BF6O2S | the ωB97M-V functional and the def2-TZVPD basis

HOMO-LUMO gap = 2.36 eV
Highest occupied orbital energy = -0.2390 Eh
DFT total energy = -2371.33715 hartree
Spin multiplicity = 1

Last column: natural (NBO) charge in e.
Element x y z (Å)
C 6.18755 1.61815 3.43789  -0.6337
C 4.77073 1.28074 3.16743  -0.2134
C 3.70004 1.27806 4.04412  -0.2732
C 2.45945 0.90399 3.42171  -0.2902
C 2.60555 0.56215 2.09414  -0.3825
B 1.40862 0.28016 0.99849  0.7756
C 1.27211 -1.37768 1.06436  -0.2331
C 0.46016 -1.95820 2.03009  -0.1605
C 0.38820 -3.35480 2.16044  -0.2126
C 1.12122 -4.15739 1.29630  -0.1965
C 1.02008 -5.66432 1.40944  0.9817
F 1.35953 -6.28794 0.24476  -0.3339
F 1.84296 -6.16403 2.38689  -0.3325
F -0.25541 -6.05258 1.72573  -0.3385
C 1.96089 -3.59426 0.34758  -0.1834
C 2.03238 -2.19341 0.23298  -0.2277
O 0.40527 1.10926 1.63855  -0.7105
C -0.09952 1.85566 0.55220  0.3095
C -1.10958 0.98581 -0.12977  -0.6326
C -0.84644 3.09882 1.00953  -0.6361
C 1.17867 2.03323 -0.39918  0.2601
C 0.92115 2.25598 -1.88601  -0.6299
C 2.07755 3.15466 0.09204  -0.6472
O 1.84665 0.78273 -0.26410  -0.7365
S 4.25159 0.73927 1.57941  0.3774
H 6.27559 1.90279 4.48830  0.2145
H 6.81107 0.74348 3.24069  0.2131
H 6.52086 2.44698 2.80841  0.2107
H 3.79974 1.55992 5.09395  0.2038
H 1.52134 0.90241 3.96477  0.2144
H -0.10457 -1.32293 2.71982  0.2092
H -0.22463 -3.80065 2.93952  0.2166
H 2.57017 -4.22775 -0.29217  0.2177
H 2.71364 -1.76124 -0.50671  0.2208
H -1.54040 1.49685 -0.99108  0.1897
H -0.64348 0.05135 -0.48022  0.2308
H -1.92580 0.71502 0.54696  0.2131
H -1.22405 3.64723 0.13641  0.1957
H -1.72271 2.80335 1.60307  0.2091
H -0.22261 3.76506 1.60827  0.2366
H 0.24723 3.10693 -2.03659  0.1948
H 1.87137 2.50574 -2.37500  0.2252
H 0.50930 1.37596 -2.38859  0.1913
H 1.59749 4.11384 -0.14067  0.1927
H 2.26306 3.09191 1.17073  0.2420
H 3.03572 3.10917 -0.44010  0.2215
F -5.84216 0.89578 0.72755  -0.3104
C -5.10919 -0.16762 0.24776  0.4041
C -5.54247 -1.45935 0.54881  -0.2601
C -4.74154 -2.51071 0.09162  0.4039
F -5.14392 -3.80323 0.34546  -0.3071
C -3.59233 -2.31558 -0.64896  -0.1932
C -3.21343 -0.99428 -1.01506  -0.1357
C -2.04280 -0.86742 -1.83458  0.2281
C -1.98417 -0.06423 -3.01841  -0.1816
C -1.28136 -0.61470 -4.12974  -0.1050
C -1.10183 0.11323 -5.29275  -0.2065
C -1.55380 1.43753 -5.38570  -0.1783
C -2.20888 1.98161 -4.28337  0.3839
F -2.53655 3.32143 -4.31450  -0.3139
C -2.53847 1.23832 -3.15990  -0.1545
C -3.99335 0.09476 -0.53213  -0.2173
H -6.45342 -1.63468 1.10767  0.2677
H -2.98004 -3.14238 -1.01130  0.2518
H -1.33633 -1.70123 -1.78858  0.2495
H -0.93550 -1.64680 -4.02894  0.2323
H -0.61546 -0.36819 -6.14461  0.2434
H -1.42819 2.02856 -6.29018  0.2539
H -3.19342 1.68479 -2.40692  0.2353
H -3.71910 1.13491 -0.70804  0.2470

Q: Look up the DFT total energy of the third one.
A: -2371.33715 hartree

Q: DFT total energy of number 2 (C31H29AsClN5O4PdS2)?
A: -5393.04133 hartree

Q: Which of these has the highest DFT total energy?
A: C31H29BF6O2S

Q: Which of these has the lowest DFT total energy?
A: C31H29AsClN5O4PdS2